# 1
C7H6O2 | wB97M-V/def2-TZVPD

XYZ file:
```
15
Properties=species:S:1:pos:R:3:nbo_charge:R:1
O -2.939 -0.249 -0.098 -0.52
O -0.759 1.911 0.144 -0.65
C 1.464 1.105 -0.127 -0.30
C -0.414 -0.493 0.215 -0.25
C 1.931 -1.202 0.086 -0.28
C 0.600 -1.443 0.024 -0.13
C 2.312 0.045 -0.147 -0.17
C 0.024 0.879 0.102 0.39
C -1.891 -0.913 -0.132 0.40
H -2.158 -2.051 -0.179 0.13
H 1.871 2.181 -0.096 0.21
H 0.244 -2.504 0.202 0.21
H -0.422 2.866 -0.239 0.51
H 3.339 0.471 -0.257 0.22
H 2.556 -2.125 0.076 0.23
```

Its total energy is -420.73622 Eh. As for the net charge: 0. The value obtained for the frontier orbital gap is 9.16 eV. As for the energy above the lowest of the compared OMol25 structures with the same formula, charge and spin: 33.0 kcal/mol. As for the multiplicity: 1.

***

# 2
C44H42N5O3P2PtSe2 | wB97M-V/def2-TZVPD

XYZ file:
```
99
Properties=species:S:1:pos:R:3:mulliken_charge:R:1
Pt -0.175 -0.272 -0.357 2.13
Se 0.028 0.267 -7.486 -0.31
Se -0.118 2.376 0.081 -0.51
P -0.074 2.837 -2.035 1.00
P -0.303 1.696 -6.011 -0.18
O 1.763 -0.335 -0.689 -0.69
O 3.697 -0.594 0.401 -0.64
O -2.177 -0.375 0.081 -0.72
N 1.779 -1.063 1.488 -0.18
N -0.499 0.160 -2.294 0.47
N -0.662 -0.841 -3.140 -0.65
N 0.397 -0.798 1.564 -0.65
N -0.618 -0.383 -4.351 -0.79
C -7.229 -0.505 -0.034 0.52
C -0.336 1.327 -2.980 0.45
C -6.315 -1.102 0.834 -1.20
C 1.037 2.922 -5.958 0.87
C -3.351 5.255 -1.869 -0.67
C -2.370 5.498 -4.052 -0.96
C 2.319 2.416 -5.734 -0.68
C 3.256 4.599 -6.085 -0.67
C -0.335 -2.643 -0.830 -1.80
C 3.073 5.317 -2.755 -0.72
C -1.378 4.598 -3.701 0.00
C 1.452 -3.779 0.428 0.06
C -1.369 4.021 -2.437 0.63
C -4.953 -0.961 0.673 1.24
C -2.357 4.355 -1.514 -1.08
C 3.919 3.110 -2.294 -0.84
C 1.770 4.842 -2.683 -0.31
C -5.396 0.420 -1.317 0.73
C 1.552 3.496 -2.414 0.87
C -2.950 2.370 -5.380 0.56
C -0.436 -5.152 1.947 -0.82
C 0.922 -5.374 2.142 -0.34
C 3.419 3.252 -5.790 -0.69
C -3.093 0.071 -0.638 1.07
C -8.699 -0.683 0.188 -1.43
C -0.853 -4.241 0.992 -0.07
C -2.039 3.374 -7.364 -0.30
C 0.084 -3.548 0.209 0.21
C -4.042 -1.637 1.656 -0.98
C 1.864 -4.687 1.386 -1.02
C 1.989 5.110 -6.313 -0.91
C -4.322 3.791 -6.747 -0.76
C -1.872 2.579 -6.229 0.46
C -3.358 5.824 -3.134 -0.88
C 0.881 4.276 -6.243 0.20
C -3.254 3.988 -7.612 -0.95
C -4.953 1.220 -2.510 -1.11
C 4.140 4.457 -2.553 -0.64
C 2.627 2.625 -2.221 -0.76
C 2.499 -0.623 0.364 0.55
C -4.173 2.972 -5.640 -0.11
C -0.401 0.954 -4.327 0.28
C -6.750 0.244 -1.104 -1.21
C -4.482 -0.177 -0.414 0.08
H -1.225 3.483 -8.071 0.55
H -3.376 4.602 -8.495 0.43
H 4.120 5.248 -6.144 0.44
H -5.823 1.515 -3.091 0.43
H 2.919 -4.866 1.542 0.44
H -4.305 0.636 -3.163 0.35
H 2.452 1.356 -5.549 0.46
H -9.286 -0.143 -0.551 0.38
H 0.187 -0.043 2.215 0.44
H 2.282 -1.048 2.363 0.24
H -5.011 2.800 -4.980 0.30
H -8.980 -0.329 1.181 0.35
H 0.445 -2.321 -1.506 0.99
H 4.751 2.438 -2.132 0.53
H -3.329 -2.291 1.155 -0.07
H -1.373 -2.516 -1.098 0.54
H -3.461 -0.906 2.221 0.28
H -1.910 -4.073 0.823 0.31
H -4.419 2.133 -2.226 0.23
H 2.181 -3.246 -0.171 0.54
H -4.628 -2.228 2.356 0.47
H -0.603 4.351 -4.407 0.59
H 5.152 4.838 -2.594 0.43
H 3.248 6.364 -2.961 0.46
H -2.813 0.711 -1.478 -0.31
H 2.456 1.581 -1.982 0.38
H -8.966 -1.740 0.134 0.35
H 1.858 6.157 -6.554 0.44
H -5.275 4.262 -6.950 0.45
H -4.132 6.530 -3.403 0.44
H -2.374 5.934 -5.043 0.49
H -7.456 0.695 -1.790 0.38
H 0.941 5.524 -2.814 0.48
H -0.091 -1.642 1.867 0.28
H -2.341 3.920 -0.523 0.35
H 4.408 2.849 -5.619 0.45
H -2.835 1.728 -4.518 -0.38
H -4.115 5.519 -1.151 0.47
H -1.163 -5.694 2.536 0.42
H 1.247 -6.092 2.884 0.40
H -0.098 4.687 -6.447 0.28
H -6.688 -1.696 1.660 0.40
```

Its total energy is -7806.09446 Eh. As for the net charge: +1. The value obtained for the frontier orbital gap is 5.72 eV. As for the energy above the lowest of the compared OMol25 structures with the same formula, charge and spin: 37.4 kcal/mol. As for the multiplicity: 1.